Run A
Entry from OMol25: the ion C5H12NO with charge -1 (wB97M-V/def2-TZVPD).

- Structure (SMILES): NCCCCC[O-]
- Net charge: -1
- LUMO: 4.298 eV
- Gap between HOMO and LUMO: 6.64 eV

Last columns: bonded neighbours and bond lengths (Å).
Atoms and positions in Å:
1 O -1.56943 0.25218 -1.52231  C6 1.336
2 N 0.63813 -2.59271 -0.11522  C5 1.507, H8 1.013, H11 1.010
3 C -0.24361 1.63778 0.00388  C6 1.548, C7 1.560, H12 1.102, H19 1.090
4 C 0.99255 -0.40733 0.96558  C5 1.538, C7 1.509, H10 1.094, H17 1.096
5 C 1.01633 -1.15720 -0.37674  N2 1.507, C4 1.538, H14 1.108, H18 1.087
6 C -1.48741 1.42811 -0.89341  O1 1.336, C3 1.548, H9 1.136, H13 1.138
7 C -0.17146 0.54176 1.11158  C3 1.560, C4 1.509, H15 1.112, H16 1.103
8 H -0.31081 -2.63684 0.23760  N2 1.013
9 H -1.50628 2.28664 -1.63772  C6 1.136
10 H 0.88691 -1.18112 1.73135  C4 1.094
11 H 0.65074 -3.07801 -1.00103  N2 1.010
12 H 0.55891 1.28144 -0.66144  C3 1.102
13 H -2.42323 1.65647 -0.28658  C6 1.138
14 H 0.35818 -0.74119 -1.16533  C5 1.108
15 H -0.09057 1.06409 2.09005  C7 1.112
16 H -1.09981 -0.04123 0.99182  C7 1.103
17 H 1.89491 0.20742 1.06457  C4 1.096
18 H 2.03995 -1.22454 -0.73541  C5 1.087
19 H -0.13400 2.70427 0.19876  C3 1.090

Atom charges from the Löwdin analysis, given in e for atoms 1 to 4:
1 O -0.351
2 N -0.038
3 C -0.217
4 C -0.240

Run B
Entry from OMol25: the ion C5H12NO with charge -1 (wB97M-V/def2-TZVPD).

- Structure (SMILES): CCCCNC[O-]
- Net charge: -1
- LUMO: 3.697 eV
- Gap between HOMO and LUMO: 6.09 eV

Last columns: bonded neighbours and bond lengths (Å).
Atoms and positions in Å:
1 O -2.48303 -2.07835 -1.45871  C4 1.313
2 N -0.45362 -0.86808 -1.60096  C4 1.555, C7 1.448, H17 1.011
3 C 0.41497 1.82468 2.00029  C5 1.532, H14 1.099, H15 1.096, H18 1.084
4 C -1.21795 -2.20954 -1.78459  O1 1.313, N2 1.555, H11 1.115, H16 1.141
5 C 1.20316 1.41152 0.75288  C3 1.532, C6 1.506, H12 1.094, H19 1.100
6 C 0.95052 0.04180 0.18095  C5 1.506, C7 1.553, H8 1.091, H13 1.101
7 C -0.49074 -0.33868 -0.25402  N2 1.448, C6 1.553, H9 1.087, H10 1.105
8 H 1.56252 -0.08564 -0.71260  C6 1.091
9 H -1.08128 -0.98866 0.38729  C7 1.087
10 H -1.02080 0.63111 -0.23406  C7 1.105
11 H -0.86900 -2.50722 -2.80098  C4 1.115
12 H 1.01888 2.23265 0.05458  C5 1.094
13 H 1.20175 -0.79370 0.85311  C6 1.101
14 H 0.61265 1.12019 2.81964  C3 1.099
15 H -0.66036 1.64558 1.88881  C3 1.096
16 H -0.69788 -2.97741 -1.12041  C4 1.141
17 H -0.90556 -0.34442 -2.33834  N2 1.011
18 H 0.65552 2.83406 2.31307  C3 1.084
19 H 2.26025 1.45009 1.05405  C5 1.100

Atom charges from the Löwdin analysis, given in e for atoms 1 to 4:
1 O -0.334
2 N -0.097
3 C -0.135
4 C -0.595

Relative energies in kcal/mol: run A 0.0; run B 3.1

Run A
Entry from OMol25: the ion C5H12NO with charge -1 (wB97M-V/def2-TZVPD).

- Structure (SMILES): CC[C@@H](C)NC[O-]
- Net charge: -1
- LUMO: 3.826 eV
- Gap between HOMO and LUMO: 6.30 eV

Last columns: bonded neighbours and bond lengths (Å).
Atoms and positions in Å:
1 O 1.84460 -2.05660 -2.17611  C6 1.322
2 N 0.19102 -0.73895 -1.08373  C5 1.597, C6 1.602, H19 1.032
3 C -1.29811 0.07299 0.91050  C5 1.560, C7 1.556, H14 1.027, H15 1.114
4 C 1.30955 0.23058 1.31099  C5 1.659, H9 1.057, H12 1.148, H13 1.116
5 C 0.08138 0.21047 0.19565  N2 1.597, C3 1.560, C4 1.659, H17 1.150
6 C 1.72119 -0.91318 -1.52342  O1 1.322, N2 1.602, H16 1.190, H18 1.076
7 C -2.21497 0.83010 -0.09288  C3 1.556, H8 1.061, H10 1.081, H11 1.125
8 H -2.41558 0.15300 -0.88452  C7 1.061
9 H 1.74003 -0.69643 1.58051  C4 1.057
10 H -1.79851 1.75630 -0.46245  C7 1.081
11 H -3.18502 1.10813 0.40545  C7 1.125
12 H 0.69859 0.63760 2.19418  C4 1.148
13 H 2.16308 0.69361 0.76173  C4 1.116
14 H -1.68040 -0.82772 1.22292  C3 1.027
15 H -1.28370 0.74768 1.79716  C3 1.114
16 H 1.76555 -0.02416 -2.31395  C6 1.190
17 H 0.16181 1.22809 -0.33349  C5 1.150
18 H 2.24496 -0.68557 -0.61201  C6 1.076
19 H -0.04548 -1.72594 -0.89653  N2 1.032

Atom charges from the Löwdin analysis, given in e for atoms 1 to 4:
1 O -0.345
2 N -0.046
3 C -0.230
4 C -0.088

Run B
Entry from OMol25: the ion C5H12NO with charge -1 (wB97M-V/def2-TZVPD).

- Structure (SMILES): CC(C)CNC[O-]
- Net charge: -1
- LUMO: 3.612 eV
- Gap between HOMO and LUMO: 5.94 eV

Last columns: bonded neighbours and bond lengths (Å).
Atoms and positions in Å:
1 O 0.27221 3.12502 -1.40836  C7 1.313
2 N 0.36258 0.78622 -0.70277  C3 1.415, C7 1.564, H13 1.015
3 C -0.32728 -0.07494 0.18346  N2 1.415, C6 1.544, H14 1.126, H15 1.110
4 C 0.06114 -2.45146 -0.53295  C6 1.581, H9 1.091, H10 1.085, H16 1.098
5 C -0.35569 -1.81930 1.91563  C6 1.493, H11 1.085, H12 1.101, H17 1.097
6 C 0.29704 -1.41303 0.63529  C3 1.544, C4 1.581, C5 1.493, H8 1.092
7 C -0.13362 2.25677 -0.51060  O1 1.313, N2 1.564, H18 1.122, H19 1.127
8 H 1.37902 -1.27456 0.58345  C6 1.092
9 H -0.55518 -3.31736 -0.28726  C4 1.091
10 H 1.02314 -2.61339 -1.00788  C4 1.085
11 H -1.28393 -1.28719 2.09815  C5 1.085
12 H -0.60323 -2.89186 1.93235  C5 1.101
13 H 1.34590 1.00348 -0.57746  N2 1.015
14 H -0.51547 0.52650 1.11637  C3 1.126
15 H -1.36475 -0.25785 -0.16590  C3 1.110
16 H -0.55120 -1.95976 -1.29963  C4 1.098
17 H 0.15053 -1.62474 2.86946  C5 1.097
18 H 0.23021 2.50839 0.52043  C7 1.122
19 H -1.25623 2.17730 -0.44927  C7 1.127

Atom charges from the Löwdin analysis, given in e for atoms 1 to 4:
1 O -0.334
2 N -0.075
3 C -0.340
4 C -0.079

Run C
Entry from OMol25: a cluster of 2 separate species, C5H12NO in total (wB97M-V/def2-TZVPD).

- Net charge: -1
- LUMO: 4.280 eV
- Gap between HOMO and LUMO: 6.84 eV

Last columns: bonded neighbours and bond lengths (Å).
Atoms and positions in Å:
1 O 0.32691 -0.66618 0.36004  C3 1.365
2 N -2.47117 -2.64027 -1.03395  C6 1.477, H17 1.009, H19 1.004
3 C -0.33219 -1.38283 -0.59647  O1 1.365, C6 1.527, H14 1.123, H15 1.112
4 C 1.82168 1.82238 -0.53384  C7 1.506, H10 1.095, H12 1.094, H16 1.113
5 C 1.21771 1.97917 1.87082  C7 1.334, H8 1.088, H13 1.087
6 C -1.65309 -1.91242 -0.04327  N2 1.477, C3 1.527, H9 1.096, H11 1.092
7 C 1.76342 2.53864 0.78931  C4 1.506, C5 1.334, H18 1.092
8 H 0.87476 0.94808 1.82068  C5 1.088
9 H -2.19345 -1.06783 0.39880  C6 1.096
10 H 2.83454 1.74052 -0.94115  C4 1.095
11 H -1.39876 -2.60852 0.75886  C6 1.092
12 H 1.18993 2.37493 -1.23603  C4 1.094
13 H 1.04963 2.61015 2.73940  C5 1.087
14 H -0.54140 -0.74164 -1.49476  C3 1.123
15 H 0.25101 -2.25230 -0.97046  C3 1.112
16 H 1.40588 0.80214 -0.37255  C4 1.113
17 H -3.23137 -3.14714 -0.60604  N2 1.009
18 H 1.97077 3.61068 0.78605  C7 1.092
19 H -2.88482 -2.00757 -1.69543  N2 1.004

Atom charges from the Löwdin analysis, given in e for atoms 1 to 4:
1 O -0.373
2 N -0.043
3 C -0.519
4 C -0.141

Relative energies in kcal/mol: run A 25.4; run B 2.7; run C 0.0